Molecular formula: C3H7IOS
Method: DFT, the ωB97M-V functional and the def2-TZVPD basis

The geometry in XYZ format:
```
13
Properties=species:S:1:pos:R:3:lowdin_spin:R:1
C 0.43 1.09 -0.93 0.03
C 0.36 -0.25 1.26 0.03
C -0.27 0.00 -0.17 0.39
O -0.62 -0.75 2.08 0.01
S 0.07 -1.65 -1.07 0.20
I -2.38 0.38 -0.02 1.30
H 1.00 0.66 -1.70 0.00
H -0.32 1.71 -1.42 0.01
H 0.95 1.66 -0.28 0.00
H 1.29 -0.91 1.38 0.01
H 0.61 0.74 1.69 0.00
H -1.01 -1.49 1.55 0.00
H -0.12 -1.19 -2.37 0.01
```

Its LUMO energy (spin up / spin down) is 0.6 / -3.5 eV. The calculation puts the HOMO-LUMO gap (spin up / spin down) at 5.97 / 5.86 eV. The value obtained for the HOMO energy (spin up / spin down) is -5.41 / -9.36 eV. The energy is -889.42731 Eh. The energy above the lowest of the compared OMol25 structures with the same formula, charge and spin is 1.575 eV. As for the multiplicity: 3.

***

Molecular formula: C2H2LiO2
Method: DFT, the ωB97M-V functional and the def2-TZVPD basis

The geometry in XYZ format:
```
7
Properties=species:S:1:pos:R:3:lowdin_spin:R:1
H 0.41 -1.43 0.91 0.01
O -1.02 0.95 -0.51 0.21
C -0.69 -0.26 -0.28 0.22
C 0.62 -0.55 0.21 0.28
O 1.40 0.39 0.53 0.26
H -1.28 -1.09 -0.72 0.01
Li 0.55 1.99 -0.16 0.01
```

Its LUMO energy (spin up / spin down) is -0.3 / -0.3 eV. The calculation puts the HOMO-LUMO gap (spin up / spin down) at 7.04 / 8.94 eV. The value obtained for the HOMO energy (spin up / spin down) is -7.34 / -9.28 eV. The energy is -235.41331 Eh. The energy above the lowest of the compared OMol25 structures with the same formula, charge and spin is 0.529 eV. As for the multiplicity: 2.

***

Q: Among the records above, which one has the lowest energy?
A: C3H7IOS

***

Q: Which of these has the highest multiplicity?
A: C3H7IOS